No. 1
Density functional theory data (ωB97M-V/def2-TZVPD) for a 3-piece molecular cluster, C3H10NS3 overall at a distorted geometry.

```
17
Properties=species:S:1:pos:R:3:forces:R:3:nbo_charge:R:1
C -1.6570 0.1448 1.1480 0.87 2.01 1.76 -0.7357
C -1.6301 0.7365 -0.1955 2.02 1.04 1.46 0.2402
C -0.9497 1.9670 -0.4539 -1.24 -2.86 0.70 -0.6930
N 2.4518 0.2257 -0.0815 -2.07 0.70 -0.70 -0.7888
S 0.3002 -2.8982 -0.8524 -1.20 -0.84 0.93 -0.3462
S 2.1124 1.4739 -0.9615 0.12 0.55 0.18 0.3881
S 3.6023 -0.6859 0.2663 3.32 -0.85 0.81 0.6643
H -2.6100 0.2433 1.6828 -0.28 0.83 -0.26 0.3044
H -1.6434 -0.9297 1.2106 0.93 -0.51 -0.44 0.2669
H -0.8779 0.7317 1.7860 -1.32 -1.51 -0.71 0.2475
H -1.9044 0.0233 -0.8854 -0.90 -0.89 -2.35 0.2092
H -0.7845 -3.2274 0.0153 1.49 0.22 -1.18 0.1645
H -1.1158 2.4506 -1.4011 0.16 0.25 -0.10 0.2762
H -0.9938 2.4728 0.4866 0.47 1.27 0.25 0.2601
H 0.5619 -4.1918 -1.2128 -0.29 0.65 0.27 0.1835
H 0.2729 1.5112 -0.4499 -0.57 0.44 -0.58 0.2830
H 4.8652 -0.0479 -0.1016 -1.51 -0.50 -0.04 0.0758
```
Forces are in eV/Å.

Total charge: +1
Frontier orbital gap, eV: 7.26
Electronic energy, eV: -37257.433
LUMO level, eV: -5.312
Energy relative to the best compared isomer or geometry (same formula, charge and spin), kcal per mole: 82.9
HOMO energy, eV: -12.57

---

No. 2
Density functional theory data (ωB97M-V/def2-TZVPD) for C10H18CrF6N4O14S2 as an isolated structure at a distorted geometry.

```
55
Properties=species:S:1:pos:R:3:forces:R:3:nbo_charge:R:1
Cr -0.3892 1.0149 -0.5249 -0.62 1.76 1.30 1.2911
C 2.8563 -0.6204 1.3430 0.69 -0.82 -0.57 0.7809
F 2.0942 -1.3379 2.1634 -1.65 1.14 0.37 -0.3098
F 2.9250 0.6728 1.5340 -0.46 -0.28 0.69 -0.2689
F 4.0336 -1.1628 1.6001 1.46 0.21 -0.87 -0.3114
S 2.2932 -1.0069 -0.4418 0.19 -2.28 -0.84 2.1187
O 3.4464 -1.4795 -1.2054 -1.05 1.36 0.78 -0.8978
O 1.3468 -2.0898 -0.2580 -0.27 1.14 0.03 -0.9346
N 1.5504 0.4376 -1.0391 2.51 -3.81 1.28 -1.1808
S 2.7786 1.1961 -1.6462 3.23 6.41 -1.43 2.1382
O 2.3767 2.5923 -1.9705 0.23 -3.30 0.48 -0.8839
O 4.0923 1.1476 -0.9664 -2.47 -0.78 -0.85 -0.9038
C 3.0420 0.4302 -3.3831 -0.04 0.83 0.50 0.7456
F 4.2958 0.0219 -3.5398 -0.20 0.40 -0.27 -0.3007
F 2.2306 -0.5587 -3.6784 -0.62 -1.53 0.35 -0.3257
F 2.6954 1.3726 -4.2654 0.89 0.41 -0.24 -0.3173
C 1.0854 2.1440 3.6928 1.28 -0.61 -1.05 -0.7155
C 0.2045 2.2352 2.4145 -3.34 2.82 3.70 0.7825
O -0.8991 2.8181 2.6622 0.95 -0.78 0.00 -0.5829
O 0.4804 1.7952 1.3110 1.25 -2.14 -2.89 -0.7793
H 1.4573 1.1209 3.7483 -0.42 -0.38 0.43 0.2093
H 0.6538 2.5031 4.6271 -0.47 -0.25 -0.45 0.2281
H 2.0498 2.6435 3.6013 -0.06 0.54 -0.46 0.2236
N -3.5372 1.9852 0.5254 -2.29 -1.50 0.31 0.7354
O -2.5059 1.7569 -0.0368 2.05 -0.63 -1.40 -0.4828
O -3.6880 2.9539 1.2339 0.32 2.00 1.06 -0.2829
O -4.5065 1.2048 0.4204 -0.10 -0.21 -0.11 -0.4814
N -0.3520 4.1417 -0.7503 -0.57 0.82 1.52 0.7284
O 0.4286 4.9518 -1.1466 0.94 2.25 -0.07 -0.3798
O -0.3344 3.0537 -1.3033 -0.87 -3.45 -1.11 -0.5367
O -1.1514 4.3559 0.1896 0.26 0.13 -0.53 -0.3298
C -0.5688 -4.4153 2.1998 0.45 0.06 -0.68 -0.2357
O -0.7457 -3.1338 1.7070 -1.48 2.67 0.78 -0.5716
C -1.8654 -2.3042 2.2110 1.17 0.50 -1.82 -0.0822
C -1.6199 -0.8994 1.5426 -2.74 0.43 1.25 -0.2502
N -1.0903 -0.9505 0.2257 -0.22 -0.36 -1.27 -0.7079
C -1.9740 -1.5105 -0.8873 1.79 -1.02 1.34 -0.2655
C -1.3360 -1.2289 -2.2086 -0.02 1.40 -1.45 -0.0689
O -0.9840 0.1985 -2.3741 -1.40 -1.35 0.19 -0.5762
C -0.8142 0.5000 -3.7470 0.13 1.40 -0.15 -0.2543
H -1.5286 -4.8439 2.4881 0.19 -0.35 0.35 0.1659
H 0.2174 -4.3776 2.9538 -0.34 -0.46 0.53 0.1785
H -0.1530 -4.9151 1.3250 -0.05 -0.71 0.24 0.1906
H -1.9887 -2.0916 3.2729 0.61 -0.67 0.28 0.1913
H -2.7679 -2.7885 1.8381 -0.25 0.11 0.02 0.1667
H -1.0534 -0.2157 2.1749 0.55 -0.43 0.00 0.2303
H -2.5603 -0.3582 1.4385 -0.49 -0.21 0.51 0.2195
H -0.4772 -1.7327 0.4053 1.34 0.13 -1.04 0.4545
H -3.0519 -1.3484 -0.8874 0.24 0.87 0.43 0.2356
H -1.8315 -2.5828 -0.7532 -0.45 -0.41 -0.22 0.2121
H -2.0924 -1.4967 -2.9464 -0.10 0.25 -0.34 0.1890
H -0.4203 -1.7040 -2.5605 0.08 -0.74 0.97 0.2068
H -0.6065 1.5696 -3.7777 0.51 -0.06 -0.03 0.2231
H -1.7243 0.4156 -4.3410 -0.33 -0.53 0.31 0.1795
H -0.0163 -0.0798 -4.2109 0.04 0.00 0.17 0.1932
```
Forces are in eV/Å.

Total charge: -1
Frontier orbital gap (alpha / beta), eV: 7.40 / 3.81
Electronic energy, eV: -111673.658
LUMO level (alpha / beta), eV: 2.250 / -1.520
HOMO energy (alpha / beta), eV: -5.15 / -5.33
Multiplicity: 6

---

No. 3
Density functional theory data (ωB97M-V/def2-TZVPD) for an isolated ion of composition C13H16Br2Cl3N2O and charge +1 at a distorted geometry.

```
37
Properties=species:S:1:pos:R:3:forces:R:3:nbo_charge:R:1
C -2.4348 -2.7959 1.7052 -0.89 -0.97 -0.64 -0.6726
C -2.6251 -3.3269 0.2073 2.01 1.02 -1.66 0.0525
Cl -3.9067 -4.5921 -0.1709 1.81 1.94 0.96 0.0376
C -1.8024 -2.8760 -0.8613 -1.39 -0.71 1.63 -0.1325
Cl -2.0823 -3.5955 -2.5075 0.77 1.20 1.69 0.0448
C -0.6336 -1.8211 -0.7142 2.69 1.34 0.15 0.0262
C -0.8071 -0.2742 -0.5819 2.25 -1.72 -0.16 0.0387
C -2.3048 0.2773 -0.5467 -0.50 -0.10 0.08 -0.6970
C 0.4754 0.6405 -0.4912 -1.81 -1.85 -0.29 0.2568
C 0.1982 2.2315 -0.4107 1.17 -0.16 0.68 -0.3360
Br -0.7084 2.9090 -2.0817 1.57 -1.14 0.21 0.1023
C -0.5951 2.6586 0.9620 0.60 0.89 -0.29 -0.2525
C 0.3118 3.6843 1.8188 -0.23 0.19 -0.86 -0.6447
Br -2.1838 3.7528 0.3632 0.19 -0.67 1.85 0.0325
N 1.8307 0.0815 -0.4833 -2.31 -2.00 -0.20 -0.3513
C 3.0552 0.9602 -0.3498 2.11 0.68 0.70 -0.0740
N 3.5878 1.3604 -1.6959 0.42 -0.69 1.18 -0.8124
C 2.0122 -1.3506 -0.6090 -2.44 -1.29 -0.25 0.2021
Cl 3.6683 -2.1520 -0.6715 -2.50 1.72 0.18 0.0709
C 0.8171 -2.3666 -0.7157 -0.28 2.57 0.28 0.3026
O 1.0504 -3.7573 -0.8536 -0.24 2.79 0.84 -0.6600
H -3.2896 -2.0572 1.9046 1.27 -1.13 -0.04 0.2490
H -2.5289 -3.7195 2.3867 0.04 1.60 -0.92 0.2608
H -1.4239 -2.3024 1.9003 -1.40 -0.68 -0.61 0.2320
H -2.5383 0.9072 0.3947 0.66 -0.90 -1.68 0.2560
H -3.0821 -0.5801 -0.5140 1.70 1.07 -0.08 0.2620
H -2.5892 0.8850 -1.4887 0.83 -0.84 1.63 0.2814
H 1.1786 2.8426 -0.3790 -1.61 -1.30 -0.31 0.2626
H -0.8992 1.7421 1.5659 0.16 1.37 -0.91 0.2339
H 1.3594 3.2521 1.9578 -1.43 0.44 0.18 0.2065
H -0.1903 4.0016 2.8029 0.86 -0.79 -1.51 0.2601
H 0.4323 4.6374 1.1852 -0.17 -1.43 0.95 0.2374
H 3.9219 0.4004 0.1761 -2.08 0.33 -0.42 0.2306
H 2.8552 1.8667 0.3385 -0.11 -1.55 -1.42 0.2291
H 4.1394 0.5285 -2.0000 -0.63 0.85 -0.08 0.3688
H 4.3289 2.0752 -1.5318 -0.91 -0.48 -0.13 0.3844
H 1.4028 -4.1272 -0.0109 -0.19 0.40 -0.71 0.5113
```
Forces are in eV/Å.

Total charge: +1
Frontier orbital gap, eV: 7.20
Electronic energy, eV: -196407.554
LUMO level, eV: -4.999
HOMO energy, eV: -12.20

---

No. 4
Density functional theory data (ωB97M-V/def2-TZVPD) for a 2-piece molecular cluster, C4H8ClNO overall at a distorted geometry.

```
15
Properties=species:S:1:pos:R:3:forces:R:3:nbo_charge:R:1
C -1.8577 0.1789 -0.4650 0.01 0.00 -0.05 -0.6507
C -0.6540 -0.6851 -0.5667 -0.13 -0.28 -0.75 0.0291
N -0.4994 -1.6221 0.2604 -0.81 0.08 0.48 -0.1172
O 0.5700 -2.4475 0.1650 0.86 -0.48 -0.30 -0.5449
H -2.4878 0.0343 -1.3430 -0.08 0.04 -0.02 0.2228
H -1.5692 1.2276 -0.4322 -0.02 0.13 0.02 0.2165
H -2.4161 -0.0792 0.4280 -0.10 0.02 0.08 0.2336
H 0.0198 -0.5194 -1.4162 0.07 -0.13 0.16 0.1626
H 1.1616 -2.2079 -0.5785 -0.35 0.17 0.14 0.4467
C 0.9154 1.6463 0.7150 0.16 -0.01 -0.08 -0.4223
C 1.4983 0.4638 0.7452 0.23 0.66 0.49 -0.2098
Cl 2.6451 -0.0147 -0.4503 0.25 -0.10 -0.25 -0.0241
H 1.0846 2.3536 -0.0811 0.10 0.05 -0.11 0.2097
H 0.2252 1.9315 1.4873 -0.15 -0.03 0.24 0.2168
H 1.3642 -0.2602 1.5320 -0.04 -0.11 -0.04 0.2309
```
Forces are in eV/Å.

Frontier orbital gap, eV: 10.33
Electronic energy, eV: -20335.010
LUMO level, eV: 0.878
Energy relative to the best compared isomer or geometry (same formula, charge and spin), kcal per mole: 63.2
HOMO energy, eV: -9.46

---

No. 5
Density functional theory data (ωB97M-V/def2-TZVPD) for one molecule with the formula C10H9N3O2 at a distorted geometry.

```
24
Properties=species:S:1:pos:R:3:forces:R:3:nbo_charge:R:1
N -1.3018 3.0524 0.1643 0.32 1.45 1.36 -0.8429
C -0.3380 2.2619 -0.3749 1.17 -0.07 -0.33 0.6556
O 0.8671 2.5067 -0.3500 -1.30 -0.59 -0.38 -0.6086
C -1.0601 1.0997 -0.9722 0.21 -0.74 -0.48 -0.1713
N -2.4623 1.1251 -0.8571 -1.60 2.51 0.26 -0.8338
C -0.4775 -0.0057 -1.3656 1.51 0.09 -0.05 0.4391
N 0.2058 -0.9582 -1.6773 0.78 1.73 -0.41 -0.3904
C 0.8656 -1.7824 -0.6350 -2.49 -2.72 -1.50 -0.0651
C 2.3133 -1.4670 -0.4492 -0.45 0.49 -0.38 -0.2007
C 2.5942 -0.6940 0.5821 1.04 0.47 -0.37 -0.1743
C 1.5611 -0.3397 1.4899 0.20 1.30 1.18 -0.2492
C 0.3302 -0.8025 1.5065 -2.26 -0.73 0.67 -0.1449
C -0.0815 -1.8138 0.5989 2.93 0.29 -1.95 -0.3832
C -1.0432 -2.6757 0.5350 -1.93 -3.48 1.08 0.7377
O -1.7598 -3.6296 0.5618 1.36 2.69 -0.44 -0.4463
H -2.0452 2.4675 0.5365 -0.21 0.69 0.16 0.4082
H -0.9509 3.8343 0.7414 -0.35 -0.87 -0.46 0.4014
H -2.9941 0.4717 -1.3594 -0.14 -1.69 -0.63 0.3818
H -2.8263 2.0147 -1.2548 0.48 -0.61 0.51 0.3748
H 0.6995 -2.7122 -1.1668 0.75 -0.88 0.39 0.2188
H 3.0493 -1.6455 -1.2217 -0.32 -0.31 -0.14 0.2295
H 3.5588 -0.1727 0.6612 -0.34 -0.63 0.21 0.2251
H 1.8125 0.4121 2.1898 0.13 0.70 0.72 0.2207
H -0.5167 -0.5472 2.1167 0.50 0.89 0.98 0.2181
```
Forces are in eV/Å.

Frontier orbital gap, eV: 8.00
Electronic energy, eV: -19077.197
LUMO level, eV: 0.115
Energy relative to the best compared isomer or geometry (same formula, charge and spin), kcal per mole: 83.7
HOMO energy, eV: -7.89

---

No. 6
Density functional theory data (ωB97M-V/def2-TZVPD) for one molecule with the formula C7H12.

```
19
Properties=species:S:1:pos:R:3:forces:R:3:nbo_charge:R:1
C -2.5712 -0.2070 0.0492 -0.03 -0.02 -0.06 -0.5978
C -1.1781 0.4138 -0.0055 0.04 0.00 0.01 -0.2543
C -0.5294 0.5575 -1.3760 0.28 0.13 0.03 -0.1949
C 0.7870 0.3196 -1.3137 -0.25 0.04 -0.12 -0.1791
C 1.1961 0.1891 0.1397 -0.05 0.35 -0.09 -0.2539
C 2.5007 -0.4468 0.5949 0.03 -0.03 -0.06 -0.6017
C -0.0924 -0.3690 0.7453 -0.01 0.02 0.06 -0.3826
H -2.5614 -1.2336 -0.3341 0.02 0.14 0.01 0.2054
H -2.9404 -0.2383 1.0821 0.09 0.00 -0.17 0.2081
H -3.2934 0.3688 -0.5406 0.11 -0.08 0.06 0.2083
H -1.2347 1.4210 0.4479 0.00 -0.10 -0.11 0.1964
H -1.0389 1.0267 -2.2143 -0.03 -0.45 -0.05 0.2081
H 1.5189 0.4569 -2.1059 -0.23 -0.02 -0.01 0.2100
H 1.2353 1.2776 0.3314 0.24 -0.22 0.84 0.1962
H 2.5312 -1.5290 0.4257 -0.07 0.14 -0.06 0.2059
H 2.6262 -0.2788 1.6726 -0.04 -0.07 -0.20 0.2110
H 3.3708 0.0039 0.1035 -0.16 -0.09 -0.01 0.2098
H -0.1588 -0.3020 1.8371 0.03 0.12 -0.16 0.2082
H -0.1676 -1.4302 0.4610 0.01 0.13 0.10 0.1970
```
Forces are in eV/Å.

Frontier orbital gap, eV: 10.22
Electronic energy, eV: -7452.996
LUMO level, eV: 1.240
Energy relative to the best compared isomer or geometry (same formula, charge and spin), kcal per mole: 10.1
HOMO energy, eV: -8.98